Record 1
Molecular formula: C6H14O3Sn
Method: DFT, ωB97M-V with the def2-TZVPD basis set

charge = +2
gap between HOMO and LUMO = 7.289 eV
ΔE to the lowest compared entry with this formula, charge and spin = 303.5 kJ/mol

Structure (XYZ):
```
24
Properties=species:S:1:pos:R:3:nbo_charge:R:1
H -0.92261 -2.62059 -2.50834 0.2614
C -1.34941 -2.03245 -1.68929 -0.2835
H -2.28007 -2.44837 -1.29671 0.2651
H -1.51612 -0.98606 -1.95687 0.2542
H -0.62476 -2.88445 -0.45625 0.5884
C -0.57368 2.67824 2.96493 -0.2628
O -0.35095 1.56469 2.11439 -0.6602
C 0.02624 1.85912 0.74608 -0.1267
C 0.06638 0.55462 -0.02056 -0.4473
O 1.38614 0.42233 -0.54405 -0.5112
C 1.49979 -0.55469 -1.53548 -0.1067
C 1.18855 -1.91966 -0.95556 -0.1112
O -0.20902 -1.84277 -0.47158 -0.5506
H -0.84431 2.28507 3.94947 0.2336
H 0.34681 3.27363 3.03553 0.2293
H -1.39202 3.28966 2.55931 0.2228
H 0.98977 2.38927 0.76247 0.2465
H -0.75672 2.51868 0.34376 0.2197
H -0.65021 0.67701 -0.85023 0.2023
H 2.54691 -0.59162 -1.86507 0.2617
H 0.82604 -0.32502 -2.37930 0.1895
H 1.86370 -2.18630 -0.13841 0.2489
H 1.24995 -2.72737 -1.69276 0.2314
Sn -0.52043 -0.39296 1.88452 1.4052
```

Record 2
Molecular formula: C18H25ClN2Ru
Method: DFT, ωB97M-V with the def2-TZVPD basis set

charge = +2
gap between HOMO and LUMO (alpha / beta) = 6.415 / 3.754 eV
multiplicity = 5
ΔE to the lowest compared entry with this formula, charge and spin = 116.9 kJ/mol
expectation value of S² = 6.04

Structure (XYZ):
```
47
Properties=species:S:1:pos:R:3:nbo_charge:R:1
C 0.00764 0.10594 -4.88566 0.0528
C 1.39688 0.66390 -5.08036 -0.6314
C -0.22538 -1.27263 -5.42819 -0.6313
C -1.10394 1.10224 -5.11026 -0.6319
Cl -0.07551 -0.23355 -3.13020 -0.1680
H -0.21481 -1.31052 -6.53298 0.2359
H -1.20240 -1.61630 -5.08679 0.2198
H 0.56884 -1.92466 -5.06034 0.2190
H 1.62725 0.88222 -6.13363 0.2393
H 2.12337 -0.07427 -4.72842 0.2171
H 1.49216 1.59860 -4.52029 0.2204
H -1.22333 1.38045 -6.16794 0.2395
H -0.88600 2.01650 -4.54946 0.2201
H -2.04512 0.65720 -4.77421 0.2183
C 1.45024 -1.64293 1.95490 -0.1838
C 0.58702 -2.60709 1.28808 -0.3346
C 0.99415 -2.64531 -0.12771 -0.3236
H 0.00456 -3.38791 1.78368 0.2706
C 1.92294 -1.57981 -0.32073 -0.2109
C 2.26382 -1.03556 0.96635 -0.2380
H 3.01937 -0.27789 1.15427 0.2352
H 1.48781 -1.49007 3.02387 0.2399
H 0.69141 -3.39616 -0.83433 0.2913
H 2.31408 -1.25705 -1.27815 0.2806
C -2.06268 0.40058 1.29460 -0.2641
C -1.63594 -0.86848 1.81846 -0.3176
C -2.07739 -1.89144 0.82308 -0.2859
H -1.31809 -1.07665 2.83734 0.2544
C -2.46283 -1.17442 -0.36070 -0.2861
C -2.44191 0.21530 -0.08545 -0.1674
H -2.61727 1.01864 -0.79297 0.2707
H -2.08239 1.34089 1.86623 0.2305
H -2.10901 -2.95572 0.99944 0.2714
H -2.79004 -1.62546 -1.27193 0.2790
Ru -0.32787 -1.17192 0.34306 0.9688
C -0.13642 2.80366 6.04245 -0.4328
N 0.43826 2.16591 4.86568 -0.3395
C 1.76836 2.09238 4.47128 0.1845
C 1.78639 1.43076 3.26730 0.1231
N 0.50454 1.09497 2.91705 -0.4607
C -0.28636 1.52274 3.88560 0.3879
H 0.12651 2.28934 6.97033 0.2572
H 0.16920 3.85035 6.11458 0.2579
H -1.24559 2.77199 5.93096 0.2459
H 2.59068 2.50535 5.03540 0.2726
H 2.61388 1.16375 2.65772 0.2504
H -1.37911 1.44216 3.94902 0.2534
```

Record 3
Molecular formula: C30H24Cl5CoF3S3Sb
Method: DFT, ωB97M-V with the def2-TZVPD basis set

charge = +1
gap between HOMO and LUMO (alpha / beta) = 7.076 / 8.183 eV
multiplicity = 2
ΔE to the lowest compared entry with this formula, charge and spin = 115.6 kJ/mol
expectation value of S² = 0.82

Structure (XYZ):
```
67
Properties=species:S:1:pos:R:3:nbo_charge:R:1
Co -1.36014 -0.03400 1.61837 0.6624
C -0.62204 1.66881 4.33900 -0.5408
C -1.90023 0.91171 4.65009 -0.5430
S -3.01441 0.67657 3.23791 0.2982
C -3.37506 2.39998 2.76408 -0.5479
C -3.24870 2.62534 1.26365 -0.5413
S -1.67974 2.07955 0.53468 0.2672
C -0.47923 3.16603 1.38676 -0.5482
C 0.70976 2.41547 1.96066 -0.5515
S 0.28857 0.94488 2.93203 0.2947
H 0.02952 1.64477 5.21227 0.2560
H -0.81804 2.71569 4.11393 0.2235
H -2.44098 1.41420 5.45290 0.2510
H -1.68622 -0.10023 4.99508 0.2517
H -2.72046 3.06523 3.32452 0.2203
H -4.39690 2.62403 3.06947 0.2569
H -3.41695 3.67548 1.02394 0.2473
H -3.99878 2.04560 0.72255 0.2545
H -1.01505 3.71640 2.15889 0.2227
H -0.11904 3.89915 0.66516 0.2537
H 1.31560 3.08278 2.57508 0.2527
H 1.35854 2.03470 1.17354 0.2726
Cl -1.38772 -2.21625 3.00633 0.0315
C -2.20259 -2.53473 1.47931 -0.0946
C -2.21382 -1.44775 0.62228 -0.3613
C -2.79032 -1.68935 -0.61210 -0.0032
Cl -2.71940 -0.45979 -1.81305 0.0344
C -3.33162 -2.92843 -0.95436 -0.1092
Cl -4.00500 -3.18573 -2.51080 0.0829
C -3.31363 -3.97646 -0.03249 -0.0805
Cl -3.97926 -5.50175 -0.43810 0.0894
C -2.72702 -3.78718 1.21733 -0.0855
Cl -2.64698 -5.04611 2.37333 0.0843
F 6.19376 1.53283 1.27086 -0.3202
C 5.00692 1.13996 0.79048 0.4714
C 4.35692 1.94473 -0.12734 -0.2932
C 3.12853 1.52854 -0.61785 -0.2285
C 2.55550 0.33010 -0.20019 -0.4152
C 3.23979 -0.44971 0.72904 -0.2180
C 4.47100 -0.05795 1.22912 -0.2860
Sb 0.56759 -0.23204 -0.78486 1.2013
C 0.87100 -2.21544 -1.46342 -0.4296
C 1.02574 -3.20698 -0.49855 -0.1441
C 1.19671 -4.53262 -0.85970 -0.2977
C 1.18999 -4.84845 -2.20696 0.4223
F 1.34990 -6.12677 -2.57007 -0.3084
C 1.00942 -3.89238 -3.18973 -0.2724
C 0.84717 -2.57069 -2.80669 -0.1931
C 0.59656 0.87430 -2.60317 -0.4065
C -0.40236 1.77767 -2.94470 -0.1992
C -0.33302 2.50660 -4.12190 -0.3090
C 0.75437 2.31316 -4.95288 0.4922
F 0.83126 3.01175 -6.09168 -0.3188
C 1.76855 1.42237 -4.64658 -0.3046
C 1.68089 0.70843 -3.46408 -0.2013
H 4.81648 2.86803 -0.45192 0.2382
H 2.62174 2.15478 -1.34334 0.2254
H 2.82079 -1.38800 1.07495 0.2156
H 5.01665 -0.66134 1.94106 0.2387
H 0.99773 -2.95943 0.55819 0.1986
H 1.32276 -5.31526 -0.12496 0.2405
H 0.99369 -4.18954 -4.22879 0.2424
H 0.68978 -1.82056 -3.57161 0.2263
H -1.25556 1.92328 -2.29586 0.2225
H -1.10287 3.21152 -4.40212 0.2386
H 2.60050 1.30023 -5.32594 0.2430
H 2.47948 0.02033 -3.21103 0.2280
```

Record 4
Molecular formula: C19H39CuN2O3
Method: DFT, ωB97M-V with the def2-TZVPD basis set

charge = -2
gap between HOMO and LUMO = 4.093 eV

Structure (XYZ):
```
64
Properties=species:S:1:pos:R:3:nbo_charge:R:1
Cu 0.56442 0.12239 -0.93150 0.8770
C -2.19544 -1.15217 1.16583 -0.6549
C -2.96513 -0.90719 -0.15004 0.1035
C -4.31369 -1.67420 -0.05754 -0.3958
C -5.38388 -0.84443 0.63648 -0.3996
C -5.50287 0.52625 -0.00792 -0.3867
C -4.18492 1.32113 0.02556 0.1100
N -3.15638 0.47319 -0.54210 -0.2282
O -1.93024 1.13499 -0.67302 -0.8411
C -3.89303 1.78365 1.46460 -0.6424
C -4.34731 2.51697 -0.90553 -0.5913
C -2.20890 -1.64328 -1.27358 -0.5787
H -2.79887 -1.47784 2.02601 0.1652
H -1.60086 -0.30576 1.51474 0.2533
H -1.47125 -1.96817 1.06286 0.1974
H -4.20598 -2.52544 0.63134 0.1823
H -4.60827 -2.13268 -1.00345 0.1919
H -5.10011 -0.59101 1.66116 0.1945
H -6.36317 -1.32960 0.56547 0.1786
H -6.26909 1.07261 0.56145 0.1711
H -5.82007 0.48236 -1.05562 0.1906
H -4.75924 2.32220 1.88111 0.1667
H -3.01429 2.42666 1.48509 0.2348
H -3.77093 0.97864 2.19327 0.1957
H -5.31917 3.01853 -0.75688 0.1593
H -4.51130 2.17213 -1.92937 0.2104
H -3.51070 3.19987 -0.79417 0.2348
H -1.99427 -2.64577 -0.89176 0.1698
H -1.25962 -1.16112 -1.51735 0.2190
H -2.79490 -1.64749 -2.19396 0.1936
C 4.16612 1.41750 2.17310 -0.6625
C 3.47784 1.26787 0.78677 0.1303
C 4.59958 1.24074 -0.30746 -0.3901
C 5.32655 -0.12530 -0.43798 -0.4044
C 4.32907 -1.24385 -0.62973 -0.4198
C 3.30646 -1.26569 0.52653 0.1345
N 2.72858 0.06493 0.52844 -0.2605
O 1.41978 0.11178 1.09670 -0.8798
C 4.05589 -1.58518 1.85962 -0.6529
C 2.33897 -2.40464 0.28358 -0.5952
C 2.66298 2.53227 0.51036 -0.6161
H 4.11541 2.38679 2.68945 0.1917
H 5.25725 1.30790 2.17382 0.1804
H 3.65438 0.71813 2.83166 0.2277
H 5.32832 2.04029 -0.15486 0.1793
H 4.07655 1.26466 -1.27230 0.2135
H 5.79981 -0.08541 0.55928 0.1755
H 6.19249 -0.14605 -1.10442 0.1897
H 4.68776 -2.25472 -0.84418 0.1886
H 3.77700 -0.93984 -1.53092 0.2211
H 3.35336 -1.33887 2.66067 0.2163
H 4.99312 -1.06584 2.01221 0.1991
H 4.20265 -2.67026 1.93816 0.1813
H 1.83445 -2.62122 1.22943 0.2188
H 2.77859 -3.39803 0.11573 0.1816
H 1.73427 -2.20341 -0.60257 0.2246
H 3.27904 3.41063 0.69674 0.1769
H 1.77071 2.44755 1.13407 0.2549
H 2.27779 2.53602 -0.51213 0.2272
C 0.24113 -0.20482 -4.09580 -0.1952
O 0.45502 0.72786 -3.13476 -0.9761
H 1.01752 -0.99826 -4.19458 0.0807
H -0.74625 -0.71953 -4.05752 0.0994
H 0.19725 0.25056 -5.11828 0.0786
```